A 2-piece molecular cluster, C4H6ClNO overall in a non-equilibrium geometry, computed with ωB97M-V/def2-TZVPD.

Charge   0
Kohn-Sham gap   0.3253 Eh
ΔE to the lowest compared entry with this formula, charge and spin   430.6 kJ/mol
Multiplicity   1
Total energy   -20301.416 eV
HOMO   -8.47 eV

Last column: natural (NBO) charge in e.
Positions of all 13 atoms, in Å:
Cl: -1.952 -2.027 -3.408  -0.027
H: -0.691 -1.764 0.932  0.095
H: 1.629 -2.209 -0.931  0.230
N: -2.751 -0.064 -2.031  -0.355
C: 0.088 -1.483 0.213  0.421
O: 0.035 -0.373 -0.256  -0.507
H: -4.037 0.593 -0.624  0.192
H: 1.371 -3.021 0.618  0.227
C: 0.934 -2.537 -0.278  -0.714
C: -3.573 0.744 -1.539  -0.102
H: 0.312 -3.225 -0.980  0.247
H: -3.725 1.738 -2.082  0.192
C: -1.722 -0.749 -2.277  0.100


A 3-piece molecular cluster, C4H6ClNO overall in a non-equilibrium geometry, computed with ωB97M-V/def2-TZVPD.

Charge   0
Kohn-Sham gap   0.3427 Eh
ΔE to the lowest compared entry with this formula, charge and spin   439.3 kJ/mol
Multiplicity   1
Total energy   -20301.325 eV
HOMO   -9.64 eV

Last column: natural (NBO) charge in e.
Positions of all 13 atoms, in Å:
N: 1.860 2.325 -1.060  -0.251
C: 0.426 -0.678 -0.581  -0.083
C: -0.877 -0.027 -0.813  -0.681
H: 1.166 -0.514 2.048  0.477
O: 1.584 0.695 2.334  -0.942
H: -1.665 -0.835 -0.779  0.232
C: 1.696 -0.080 -0.274  -0.223
H: 0.380 -1.722 -0.475  0.205
H: -1.115 0.553 -1.687  0.251
H: 1.365 1.366 1.530  0.475
C: 1.703 1.306 -0.549  0.181
H: -0.993 0.685 -0.041  0.239
Cl: 3.147 -0.875 -0.077  0.120


One molecule with the formula C4H6ClNO2 in a non-equilibrium geometry, computed with ωB97M-V/def2-TZVPD.

Charge   0
Kohn-Sham gap   0.3836 Eh
ΔE to the lowest compared entry with this formula, charge and spin   19.2 kJ/mol
SMILES   CC(=O)NC(=O)CCl
Multiplicity   1
Total energy   -22353.208 eV
HOMO   -9.87 eV

Last column: natural (NBO) charge in e.
Positions of all 14 atoms, in Å:
C: -1.875 0.654 -0.152  -0.446
O: -1.045 -1.327 -1.180  -0.512
C: -0.791 -0.396 -0.508  0.669
Cl: -1.290 2.155 0.712  -0.093
H: 0.495 0.650 0.690  0.419
C: 2.783 -0.523 0.618  -0.723
H: 3.662 -1.146 0.390  0.249
H: -2.570 0.223 0.570  0.249
O: 1.531 -2.125 -0.705  -0.524
H: 2.960 0.536 0.380  0.231
H: 2.630 -0.534 1.708  0.238
N: 0.430 -0.253 0.151  -0.697
C: 1.577 -1.072 -0.082  0.689
H: -2.304 1.042 -1.082  0.250


A 2-piece molecular cluster, C4H6ClNS overall in a non-equilibrium geometry, computed with ωB97M-V/def2-TZVPD.

Charge   0
Kohn-Sham gap (alpha / beta)   0.2936 / 0.2936 Eh
ΔE to the lowest compared entry with this formula, charge and spin   290.5 kJ/mol
SMILES   [S-][N+]#CCl.C=CC
Multiplicity   1
Total energy   -29089.732 eV
HOMO (alpha / beta)   -8.35 / -8.35 eV

Last column: natural (NBO) charge in e.
Positions of all 13 atoms, in Å:
H: 0.543 -0.101 1.501  0.194
C: 1.622 0.086 -0.283  -0.398
H: 0.016 -2.426 0.621  0.220
Cl: -0.591 2.452 1.779  0.147
H: -0.077 -1.753 -1.018  0.218
H: -1.276 -1.300 0.210  0.219
N: -1.595 1.579 -0.568  -0.431
S: -2.220 1.188 -1.918  0.071
C: -0.223 -1.535 0.038  -0.651
H: 2.283 0.864 0.051  0.198
C: 0.659 -0.415 0.474  -0.176
H: 1.767 -0.270 -1.290  0.195
C: -0.909 1.631 0.404  0.193


One molecule with the formula C4H6ClNS2 in a non-equilibrium geometry, computed with ωB97M-V/def2-TZVPD.

Charge   0
Kohn-Sham gap (alpha / beta)   0.2273 / 0.2034 Eh
ΔE to the lowest compared entry with this formula, charge and spin   329.7 kJ/mol
Multiplicity   1
Total energy   -39924.803 eV
HOMO (alpha / beta)   -7.77 / -7.37 eV

Last column: natural (NBO) charge in e.
Positions of all 14 atoms, in Å:
N: -0.048 -0.397 -1.317  -0.454
H: 1.795 1.056 2.404  0.241
C: -0.064 0.561 -0.439  0.184
H: 0.747 -0.507 2.278  0.201
Cl: -0.712 -1.912 -3.261  0.111
C: 0.853 0.596 1.991  -0.621
H: 2.082 0.267 0.225  0.231
C: 1.087 0.864 0.445  -0.374
H: -0.969 1.085 -0.265  0.199
H: -2.631 -2.565 -1.718  0.164
H: -0.148 1.041 2.169  0.209
S: 1.313 2.730 0.013  -0.294
C: -0.973 -1.210 -1.747  0.062
S: -2.333 -1.611 -0.777  0.142


C4H6CoLiO2 as an isolated structure in a non-equilibrium geometry, computed with ωB97M-V/def2-TZVPD.

Charge   +2
Kohn-Sham gap (alpha / beta)   0.3469 / 0.2768 Eh
Multiplicity   5
Total energy   -46150.300 eV
HOMO (alpha / beta)   -18.10 / -19.34 eV

Last column: natural (NBO) charge in e.
Positions of all 14 atoms, in Å:
Co: -2.621 -0.727 0.927  1.415
C: -0.922 2.009 1.584  -0.510
O: -2.818 1.128 0.417  -0.797
H: -1.308 1.545 2.493  0.254
H: 1.192 -0.683 2.195  0.229
H: -1.695 2.752 -0.295  0.262
H: 0.061 -0.283 3.615  0.274
C: -1.690 1.961 0.456  0.090
C: 0.163 -0.503 2.550  -0.259
C: -0.906 -0.966 1.813  0.020
Li: 0.278 0.241 0.276  0.939
H: -3.606 1.534 0.041  0.562
H: -0.116 2.744 1.613  0.286
O: -0.838 -1.175 0.465  -0.763